This record from the Open Molecules 2025 dataset describes a 10-piece molecular cluster, C51H87N4O15 overall in a non-equilibrium geometry. The level of theory is the ωB97M-V functional and the def2-TZVPD basis.

Calculated values
LUMO level: -0.115 Eh
frontier orbital gap: 6.9 eV
molecular weight: 996.270 g/mol
charge: +1
HOMO: -10.052 eV

Positions of all 157 atoms, in Å:
C -1.357 -2.831 0.037
C -1.306 -2.311 1.462
C -1.990 -0.912 1.972
N -1.018 0.164 2.400
C 0.311 0.122 3.121
C 1.103 -1.225 3.615
C 2.350 -1.693 2.662
C 2.081 -1.605 1.051
C 2.146 -3.039 0.252
O 2.388 -2.980 -1.086
O 1.919 -4.373 0.833
N 0.984 1.453 3.395
C -0.051 2.385 2.790
N 0.119 3.751 2.828
C 1.303 4.453 3.500
C 2.425 5.025 2.450
O 3.580 5.488 3.004
O 2.135 5.064 1.008
C 1.622 6.405 0.687
C 0.514 7.259 1.548
O 2.092 6.988 -0.450
N -1.190 1.553 2.198
C -2.330 2.287 1.490
O -3.517 2.508 2.331
C -4.648 1.651 1.944
C -5.244 0.633 3.121
C -6.549 -0.352 2.793
C -7.115 -1.300 4.010
C -7.283 -0.405 1.297
C -6.673 0.611 0.158
C -5.399 1.617 0.485
C -4.879 2.570 -0.758
C -4.145 1.522 -1.835
C -6.126 3.255 -1.624
H -1.373 -2.147 -0.913
H -1.448 -4.017 -0.053
H -0.751 -3.045 2.223
H -2.602 -0.470 1.048
H -2.806 -1.063 2.830
H 1.583 -0.954 4.675
H 0.331 -2.101 3.862
H 3.341 -1.084 2.927
H 2.617 -2.829 2.915
H 1.087 -1.079 0.731
H 2.962 -0.936 0.601
H 1.225 -4.794 0.213
H -0.605 4.402 2.403
H 1.763 3.805 4.369
H 0.832 5.411 4.035
H -0.270 7.691 0.759
H 1.003 8.218 2.052
H -0.089 6.636 2.335
H -2.558 1.657 0.517
H -2.005 3.365 1.093
H -4.788 0.602 4.199
H -7.952 -0.668 4.566
H -7.654 -2.287 3.641
H -6.290 -1.636 4.781
H -8.182 -1.114 1.031
H -7.148 0.658 -0.911
H -4.097 3.372 -0.409
H -3.486 2.100 -2.612
H -5.001 0.867 -2.336
H -3.466 0.755 -1.248
H -6.485 2.469 -2.448
H -5.610 4.127 -2.254
H -7.008 3.632 -0.953
C 1.864 2.040 -0.323
C 0.968 1.727 -1.492
O -0.138 1.214 -1.329
C 1.477 2.068 -2.867
H 1.367 1.741 0.606
H 2.800 1.484 -0.414
H 2.062 3.114 -0.284
H 2.396 1.512 -3.071
H 1.657 3.143 -2.941
H 0.725 1.787 -3.612
C -2.469 -6.444 2.154
C -3.343 -5.282 2.542
O -2.861 -4.182 2.809
C -4.829 -5.517 2.591
H -1.420 -6.128 2.161
H -2.593 -7.258 2.872
H -2.725 -6.782 1.147
H -5.058 -6.290 3.328
H -5.191 -5.814 1.603
H -5.333 -4.591 2.885
C 2.164 5.977 -4.328
C 1.268 5.664 -5.496
O 0.162 5.150 -5.333
C 1.777 6.004 -6.871
H 1.667 5.677 -3.399
H 3.100 5.420 -4.418
H 2.362 7.051 -4.288
H 2.696 5.449 -7.075
H 1.957 7.080 -6.945
H 1.025 5.723 -7.616
C -8.907 4.884 3.016
C -7.944 4.170 2.106
O -8.270 3.835 0.968
C -6.568 3.880 2.641
H -9.861 5.026 2.497
H -9.083 4.286 3.914
H -8.506 5.865 3.284
H -6.639 3.237 3.522
H -6.063 4.816 2.893
H -5.982 3.361 1.875
C -4.429 5.691 -5.439
C -5.795 5.065 -5.527
O -6.266 4.425 -4.587
C -6.562 5.251 -6.808
H -3.993 5.475 -4.458
H -3.778 5.273 -6.211
H -4.509 6.775 -5.555
H -6.007 4.813 -7.641
H -6.738 6.315 -6.985
H -7.530 4.745 -6.728
C 7.871 -0.842 0.305
C 6.505 -1.469 0.217
O 6.034 -2.108 1.156
C 5.738 -1.282 -1.065
H 8.307 -1.058 1.286
H 8.522 -1.260 -0.467
H 7.791 0.242 0.189
H 6.293 -1.720 -1.898
H 5.562 -0.218 -1.241
H 4.770 -1.789 -0.985
C 4.319 -8.726 -1.465
C 3.457 -7.492 -1.468
O 2.285 -7.532 -1.841
C 4.083 -6.207 -0.997
H 3.734 -9.577 -1.830
H 5.177 -8.581 -2.127
H 4.654 -8.942 -0.448
H 4.931 -5.950 -1.637
H 4.409 -6.311 0.041
H 3.344 -5.400 -1.053
C 7.844 0.602 5.197
C 8.943 0.582 4.169
O 9.152 -0.412 3.476
C 9.777 1.827 4.021
H 7.326 -0.363 5.193
H 8.268 0.767 6.191
H 7.123 1.387 4.956
H 10.287 2.046 4.962
H 9.143 2.666 3.727
H 10.531 1.668 3.243
C 6.953 -12.191 -4.809
C 6.079 -11.029 -4.421
O 6.560 -9.929 -4.154
C 4.593 -11.264 -4.372
H 8.001 -11.875 -4.802
H 6.828 -13.006 -4.091
H 6.696 -12.529 -5.816
H 4.363 -12.037 -3.635
H 4.231 -11.561 -5.360
H 4.088 -10.338 -4.078